Below is a cluster of 2 separate species, C2H3ClN2O in total at a distorted geometry, with properties calculated with wB97M-V/def2-TZVPD.

Values from the calculation:
* E_LUMO: 0.0285 Eh
* relative energy (zero: lowest compared OMol25 entry of this formula, charge and spin): 190.4 kJ/mol
* F_max: 3.12 eV/A

```
! wB97M-V def2-TZVPD RIJCOSX def2/J DEFGRID3
* xyz 0 1
H -2.0604 -0.5943 -0.5574
H -1.5072 1.1035 -0.1878
Cl 0.4406 -2.3884 0.4530
N 1.9382 1.8544 0.2296
C 0.7175 -1.1490 -0.7010
H -0.9632 -0.1017 0.9974
C -1.2890 0.0222 -0.1221
O -0.0836 -0.1917 -0.8788
N 2.8071 1.4451 0.7671
*
```

=====

Below is a structure of composition C6H7NS at a distorted geometry, with properties calculated with wB97M-V/def2-TZVPD.

Values from the calculation:
* E_LUMO: 0.0224 Eh
* relative energy (zero: lowest compared OMol25 entry of this formula, charge and spin): 455.7 kJ/mol
* F_max: 4.45 eV/A

```
! wB97M-V def2-TZVPD RIJCOSX def2/J DEFGRID3
* xyz 0 1
C -0.8967 1.4860 -0.0405
N 0.5017 0.1841 0.4817
H -1.6743 -0.5693 0.7078
H -1.6041 1.9088 0.5841
C -1.0807 -1.7953 -1.9837
S 1.4646 2.8367 0.6773
C 0.5119 1.5243 0.5237
C -1.0023 -0.8820 -1.1733
H 1.4025 -0.9765 2.1817
C 1.4190 -0.8577 0.9259
H 2.3613 -0.2403 0.4922
H 1.3183 -1.7763 0.3386
C -0.9208 0.0095 -0.0049
H -0.9095 1.9466 -1.0150
H -0.8909 -2.7986 -2.6957
*
```

=====

Below is an isolated molecule of C3H6O2 at a distorted geometry, with properties calculated with wB97M-V/def2-TZVPD.

Values from the calculation:
* E_LUMO: 0.0279 Eh
* structure (SMILES): O=CCCO
* relative energy (zero: lowest compared OMol25 entry of this formula, charge and spin): 119.8 kJ/mol
* F_max: 1.69 eV/A

```
! wB97M-V def2-TZVPD RIJCOSX def2/J DEFGRID3
* xyz 0 1
O -1.0994 -2.2490 0.4580
C 0.4132 0.9531 -0.0325
C 0.1951 -0.4695 -0.5361
O -0.7618 1.4579 0.5838
H 1.1976 0.9807 0.7458
H 0.3566 -1.2327 1.5025
H -1.3839 1.6940 -0.1485
C -0.2685 -1.3635 0.5650
H 1.1791 -0.8210 -0.9170
H 0.7309 1.5571 -0.8777
H -0.5588 -0.5071 -1.3432
*
```

=====

Below is a cluster of 2 separate species, C20H33BrF7N2O7P2 in total at a distorted geometry, with properties calculated with wB97M-V/def2-TZVPD.

Values from the calculation:
* E_LUMO: -0.1434 Eh
* F_max: 2.31 eV/A

```
! wB97M-V def2-TZVPD RIJCOSX def2/J DEFGRID3
* xyz 1 1
H 0.7656 -0.0425 1.9366
C 2.1560 2.8386 -3.4448
H -2.2152 3.3321 0.8228
C 1.0026 2.6546 -2.4506
H -1.3718 -1.3599 0.2841
C 4.1796 0.5930 0.5082
H 4.9607 0.8856 -0.1774
O -1.9315 3.4031 -1.6342
C 1.6260 -0.5840 -0.6693
C -0.4308 -1.6632 -0.1474
H 0.1273 2.7070 -3.0820
C -0.1818 0.8659 -0.9179
C -0.2888 -4.0502 -1.0138
C 3.3490 0.2921 -2.2439
C 4.6227 1.0511 1.9074
C -0.6803 -2.6179 -1.3238
H -4.2726 2.7119 -1.6211
F 0.7548 0.4450 -2.9584
H -0.0214 1.1059 3.0201
H -4.1635 -2.4771 1.5534
H 0.1299 -2.1521 0.6348
O -3.8926 1.8698 -1.8859
C 2.8646 1.2562 0.1081
O -3.9870 -2.2957 3.6100
H 4.1680 0.9886 -2.1689
H 4.8050 -1.1377 -2.0299
O 2.0839 2.3469 -4.5612
H -1.8578 -3.2190 2.1945
H -1.7092 -2.6203 -1.6516
C -1.5350 0.6260 -1.5991
F -3.2303 -1.1474 5.8650
H 3.0294 4.1478 -2.3707
H -2.8485 1.7184 0.4213
H 2.9602 0.4226 -3.2422
H 5.2995 0.3089 2.3086
O -2.7284 -0.7755 2.5342
C 0.9910 1.2728 -1.8442
F 0.7789 -4.1260 -0.1901
P -0.3586 1.8007 0.7409
C -3.3190 -1.1656 3.5013
C -3.4233 -0.3650 4.8094
N 3.8041 -1.0906 -2.1053
O -2.2136 2.1083 -3.7904
H -0.9622 -0.1139 2.1558
C -2.1127 2.2738 0.9889
H -1.5473 3.9942 -2.2869
H -2.7474 -4.5459 1.4355
C -3.9964 -3.1102 2.4236
F 0.0370 -4.6995 -2.1673
C -0.1151 0.5629 2.0951
H 4.0559 -0.4822 0.5445
H -2.3236 2.0929 2.0364
H -2.5352 -4.4992 3.1906
H 2.1255 -1.4943 -0.3934
H -0.0962 -2.3069 -2.1795
H -4.8507 -3.7753 2.5170
C -2.7093 -3.8926 2.3025
Br 3.1335 3.1838 0.1139
N 0.3577 -0.4980 -0.5668
C 2.2617 0.6635 -1.2089
H 5.1612 1.9824 1.8636
F -4.6318 0.1855 4.9021
H -2.2332 0.2106 -0.8844
F -1.3329 -4.6930 -0.4385
H 2.1916 1.0744 0.9292
H 3.4877 -1.6523 -2.8770
H 3.7653 1.1537 2.5591
P -2.3870 2.0498 -2.3423
H -1.4572 -0.0912 -2.4024
O 3.2564 3.5157 -3.0589
H 0.9234 3.4464 -1.7161
F -2.5164 0.6019 4.8279
*
```

=====

Below is a cluster of 3 separate species, C29H37N3O8S2 in total at a distorted geometry, with properties calculated with wB97M-V/def2-TZVPD.

Values from the calculation:
* E_LUMO: -0.0480 Eh
* structure (SMILES): CCN(CC)C(=S)SCCC[C@H](C#N)[C@@H](C#N)CCC(C)C.O=C1C=C(O)C(=O)C=C1O.O=C1C=C(O)C(=O)C=C1O
* F_max: 3.97 eV/A

```
! wB97M-V def2-TZVPD RIJCOSX def2/J DEFGRID3
* xyz 0 1
N -2.5107 0.3677 0.1876
H 3.6010 -5.8536 2.8240
H 2.4920 4.4231 -5.5935
H -0.0912 -0.4738 1.9968
H 4.6933 -0.4530 4.9255
C -4.2425 4.6349 -2.4356
H -3.3301 2.1753 -0.7270
C -4.3725 2.4785 -4.3700
C 1.6322 -5.0319 2.6451
H 1.0992 -7.1125 2.5996
C -4.7076 3.7154 -4.7497
C 2.3114 -0.5802 4.2234
O -3.6077 1.1408 -2.5902
O -4.9555 5.9760 -4.2387
C -1.0564 -0.9493 1.9409
C -3.9398 2.2307 -2.9980
H -0.9885 0.9675 5.0328
H 4.8683 -2.7364 4.7171
H 3.9993 -1.2262 1.5420
C -0.0827 -3.2655 2.2733
H 0.1504 1.9057 -6.5710
C 2.6407 0.3173 1.0733
H -1.0365 6.8273 -6.6111
H 2.9615 -5.8338 1.1537
H 3.5262 -4.3750 1.9256
C -0.9179 -2.3694 1.3549
C 0.5054 5.3508 -6.1810
H 2.7156 0.0124 0.0422
C -1.8222 -0.1794 0.9678
H -0.3328 -1.9117 4.4491
H -5.2709 4.9736 -5.9847
C -1.0398 -1.1046 4.5182
N 3.3587 -0.3785 3.3569
S 2.1413 -1.7682 5.3318
C -3.9074 3.3962 -2.0415
C -1.8484 -0.8945 3.2525
H 1.6102 0.5630 1.2705
H 0.0612 -5.0993 1.1942
O -3.5309 3.1318 -0.7997
O 2.0594 3.5762 -5.8081
C -0.8187 5.7689 -6.6101
O -5.1055 4.0115 -5.9847
H 1.7495 -4.3132 3.4487
H -1.7376 -1.3887 5.2942
H -1.9179 -2.7405 1.1769
H 5.3933 -0.1010 3.4019
H -2.5814 -1.6897 3.2052
C -1.4026 3.3792 -6.9731
H 3.2227 1.2012 1.2695
H -2.4237 0.0142 3.2980
C -1.7179 4.8493 -6.9850
H -3.3837 4.3097 -7.5818
H 2.3578 -1.6007 1.9612
O 1.3720 6.1208 -5.8145
C 0.7287 -4.3474 1.5958
H 4.6333 -2.7506 2.9961
C 3.0139 -5.3111 2.0957
H -4.2215 5.4798 -1.7623
S 1.0960 0.6824 4.0509
H -4.4041 1.6358 -5.0462
H 6.1573 -2.2734 3.6699
H 1.3763 -3.9307 0.8425
C -0.0710 2.9634 -6.5628
H -0.1011 -6.0783 3.3057
H 1.3665 -6.4791 4.2231
C 3.1065 -0.8138 1.9756
C 0.8280 3.8836 -6.1920
H -0.0057 -0.0085 6.0554
C -0.3096 0.1258 5.0323
O -2.2777 2.6061 -7.3093
C 4.6793 -0.7450 3.8886
C 5.0876 -2.2060 3.8104
O -2.9427 5.1586 -7.3828
H 0.6160 -2.6152 2.7800
C -0.2767 -2.2185 0.0586
H -0.7316 -3.6585 3.0426
C -4.6513 4.8792 -3.8063
N 0.5004 -2.1084 -0.8165
C 0.9615 -6.2585 3.2495
*
```

=====

Below is a cluster of 2 separate species, C26H27IN2O6S in total at a distorted geometry, with properties calculated with wB97M-V/def2-TZVPD.

Values from the calculation:
* E_LUMO: -0.0257 Eh
* structure (SMILES): C[C@H](C(=O)O)c1ccc(C(=O)c2ccc(I)s2)cc1.CNC(=O)[C@H](Cc1ccc(O)cc1)NC(C)=O
* F_max: 2.35 eV/A

```
! wB97M-V def2-TZVPD RIJCOSX def2/J DEFGRID3
* xyz 0 1
H -0.1791 -2.8640 2.8571
H -0.6051 -1.5713 4.9810
N -3.9368 2.5176 -5.9543
H 1.9525 1.2265 -3.7786
H -2.0018 -0.2999 -5.4515
H -4.7691 3.8219 -7.3724
O -2.3869 4.0910 -5.5526
H -5.0809 4.2587 -5.6824
S 0.3474 0.2768 1.0374
C -0.1799 -2.0131 2.1801
H -4.1250 1.5267 -5.9662
H 2.9657 -4.1670 10.0481
H 3.1619 -2.5584 9.3267
H -2.3631 2.2379 -8.2430
C 1.7469 -2.9952 7.0000
N -1.8567 0.5582 -5.9607
H -0.0571 3.0872 -5.7017
C 1.4130 1.9317 -3.1617
C 0.3830 -1.8465 5.3417
H -2.0245 1.5192 -4.1577
C -0.4461 3.4742 -2.8464
H -5.9539 2.8965 -6.4220
C -0.7219 -0.8486 0.2186
C -5.0001 3.4245 -6.3827
C 1.4511 -0.5441 3.4779
C 1.6976 -5.3439 7.8481
O 2.4746 -5.7937 6.8252
C -1.7222 1.7934 -5.1664
O -1.9584 -0.7051 -7.7667
H 3.8954 -2.7653 6.7024
C 0.0212 3.7694 -1.5506
C 0.4913 -2.6450 6.4830
C 0.2459 2.5501 -3.6565
C -2.7148 2.9081 -5.5663
C 2.7905 -1.7333 5.2007
H 3.6929 -1.3682 4.7148
H 3.9602 -3.9737 8.5968
C 1.8023 -3.8669 8.2410
H -0.4150 -2.9899 6.9754
O 1.6422 3.4552 0.1848
H 2.4633 3.0095 0.3976
H 2.7846 1.7564 -1.5011
C -0.9205 -2.0021 0.9300
H 0.9342 -3.6241 8.8630
H 0.3844 1.4176 -5.4498
H 2.9099 -5.0287 6.4259
I -1.6283 -0.4555 -1.7889
C -0.2407 2.2234 -5.0622
H -1.3023 1.1953 -9.2041
C 2.8988 -2.5330 6.3399
C 3.0543 -3.6244 9.1011
O 0.9249 -6.0403 8.4841
H -0.6280 2.1237 -7.8562
C 1.5346 -1.3886 4.6805
C -1.5008 1.5766 -8.2033
O 2.2301 0.3959 3.3538
C 1.1918 3.1547 -1.0617
C 0.5452 -0.8536 2.3706
C -1.7865 0.4021 -7.2847
H -0.5016 4.4791 -0.9275
H -1.5446 -2.8213 0.5839
H -1.3282 3.9747 -3.2212
C 1.8886 2.2311 -1.8697
*
```

=====

Below is an isolated molecule of CH2N4 at a distorted geometry, with properties calculated with wB97M-V/def2-TZVPD.

Values from the calculation:
* E_LUMO (spin up / spin down): -0.0342 / -0.0659 Eh
* structure (SMILES): N#C/N=N/N
* relative energy (zero: lowest compared OMol25 entry of this formula, charge and spin): 457.1 kJ/mol
* F_max: 8.67 eV/A

```
! wB97M-V def2-TZVPD RIJCOSX def2/J DEFGRID3
* xyz 0 1
C -1.2993 0.5129 -3.2074
H 0.7212 0.5254 -0.1265
N -1.9194 0.5935 -4.2042
H -0.6559 -0.1221 0.8711
N -0.5415 0.5242 -2.2115
N -1.0836 -0.2027 -0.8863
N -0.1482 -0.0353 0.0118
*
```

=====

Below is a structure of composition C11H16HfN7O6S at a distorted geometry, with properties calculated with wB97M-V/def2-TZVPD.

Values from the calculation:
* E_LUMO: 0.0510 Eh
* relative energy (zero: lowest compared OMol25 entry of this formula, charge and spin): 89.0 kJ/mol
* F_max: 4.74 eV/A

```
! wB97M-V def2-TZVPD RIJCOSX def2/J DEFGRID3
* xyz -1 1
N -0.7458 0.4641 1.1707
N 0.6281 -1.7848 -0.4562
O 1.8675 3.5230 1.4392
O 2.1061 1.0240 0.5596
H -3.8189 2.8061 0.6499
Hf 0.3087 0.5550 -0.4502
C -0.1899 -0.5922 3.8119
C -1.4560 0.8854 2.1889
C 2.3274 -0.3686 -3.1670
O 0.6469 2.5998 -0.6383
N 3.0776 -0.6761 -4.1653
H -2.6219 1.6372 -0.0825
S 2.0544 2.6455 0.2865
H 1.4850 -2.3314 -0.3174
H 3.8433 -3.0484 -6.0968
O -2.3227 -2.1096 -2.3750
C -3.0475 1.7792 4.3832
H -2.0729 3.1964 0.4663
H -0.4755 -1.6180 3.4949
C 3.1016 -1.9509 -4.5745
N -0.3183 -2.2986 -1.3456
H -1.8701 0.3597 5.5289
N 2.3113 -2.9191 -4.0754
H 0.1653 -1.6383 0.4510
O -1.2691 -0.1970 -1.7296
O 3.1739 3.1742 -0.4731
N 1.6443 -0.0477 -2.2488
C -1.3833 -1.5031 -1.8482
H -3.6441 2.1231 5.2276
C -3.2417 2.2830 3.1053
H 1.5097 -2.7082 -3.4735
H 2.3868 -3.8607 -4.4510
N 4.0237 -2.2505 -5.5119
C -1.2531 0.3871 3.5142
C -2.7927 2.3903 0.6966
C -2.5337 1.8502 2.0277
H -4.0057 3.0760 2.9470
H 0.7214 -0.3106 3.3015
H -0.0338 -0.6534 4.8958
H 4.4020 -1.4669 -6.0259
H -0.6214 -3.2471 -1.1901
C -2.0666 0.8221 4.5496
*
```

=====

- Among the records above, which one has the highest F_max?
  CH2N4

=====

Please write out number 8 again, unchanged.
Below is a structure of composition C11H16HfN7O6S at a distorted geometry, with properties calculated with wB97M-V/def2-TZVPD.

Values from the calculation:
* E_LUMO: 0.0510 Eh
* relative energy (zero: lowest compared OMol25 entry of this formula, charge and spin): 89.0 kJ/mol
* F_max: 4.74 eV/A

```
! wB97M-V def2-TZVPD RIJCOSX def2/J DEFGRID3
* xyz -1 1
N -0.7458 0.4641 1.1707
N 0.6281 -1.7848 -0.4562
O 1.8675 3.5230 1.4392
O 2.1061 1.0240 0.5596
H -3.8189 2.8061 0.6499
Hf 0.3087 0.5550 -0.4502
C -0.1899 -0.5922 3.8119
C -1.4560 0.8854 2.1889
C 2.3274 -0.3686 -3.1670
O 0.6469 2.5998 -0.6383
N 3.0776 -0.6761 -4.1653
H -2.6219 1.6372 -0.0825
S 2.0544 2.6455 0.2865
H 1.4850 -2.3314 -0.3174
H 3.8433 -3.0484 -6.0968
O -2.3227 -2.1096 -2.3750
C -3.0475 1.7792 4.3832
H -2.0729 3.1964 0.4663
H -0.4755 -1.6180 3.4949
C 3.1016 -1.9509 -4.5745
N -0.3183 -2.2986 -1.3456
H -1.8701 0.3597 5.5289
N 2.3113 -2.9191 -4.0754
H 0.1653 -1.6383 0.4510
O -1.2691 -0.1970 -1.7296
O 3.1739 3.1742 -0.4731
N 1.6443 -0.0477 -2.2488
C -1.3833 -1.5031 -1.8482
H -3.6441 2.1231 5.2276
C -3.2417 2.2830 3.1053
H 1.5097 -2.7082 -3.4735
H 2.3868 -3.8607 -4.4510
N 4.0237 -2.2505 -5.5119
C -1.2531 0.3871 3.5142
C -2.7927 2.3903 0.6966
C -2.5337 1.8502 2.0277
H -4.0057 3.0760 2.9470
H 0.7214 -0.3106 3.3015
H -0.0338 -0.6534 4.8958
H 4.4020 -1.4669 -6.0259
H -0.6214 -3.2471 -1.1901
C -2.0666 0.8221 4.5496
*
```